C2HBrClF3 | wB97M-V/def2-TZVPD

Properties
- SMILES: F[C@@H](Cl)C(F)(F)Br
- Spin multiplicity: 1
- LUMO energy: 0.53 eV
- Charge: 0
- Total energy: -92806.7709 eV
- HOMO level: -11.11 eV

```
8
Properties=species:S:1:pos:R:3:lowdin_charge:R:1
F -1.58732 -0.22600 -0.89367 -0.05
C -0.51809 -0.75280 -0.23743 -0.62
Cl 0.65608 -1.26649 -1.42784 0.69
C 0.33819 0.59148 0.48482 -0.90
F -0.26054 0.99548 1.61588 0.03
F 1.57335 0.09235 0.73631 -0.03
Br 0.55589 2.14642 -0.65721 0.78
H -0.75756 -1.58045 0.37914 0.10
```